(1)
DFT (wB97M-V/def2-TZVPD) results for a 2-piece molecular cluster, C5H7O3S overall.

```
16
C5H7O3S (wB97M-V/def2-TZVPD)
S -0.510 3.264 -0.156
O -1.438 3.203 0.995
O -1.181 3.285 -1.472
O 0.577 4.254 -0.019
C 1.856 -0.794 -0.406
C 2.941 -1.220 -0.766
C -1.115 -1.814 0.886
C 0.650 -0.289 -0.037
C -0.641 -0.983 -0.317
H -1.408 -0.238 -0.547
H -0.369 -2.566 1.144
H -2.052 -2.323 0.660
H -0.534 -1.648 -1.180
H -1.270 -1.170 1.749
H 0.612 0.669 0.464
H 3.880 -1.630 -0.997
```

Its energy above the lowest of the compared OMol25 structures with the same formula, charge and spin is 80.7 kcal/mol. The molar mass comes out at 147.175 g mol⁻¹. For the LUMO energy (spin up / spin down), the calculation gives 3.4 / 2.4 eV. Its spin multiplicity is 1. Its HOMO-LUMO gap (spin up / spin down) is 8.39 / 5.89 eV. As for the total charge: -1. The total energy is -818.55480 a.u. As for the HOMO energy (spin up / spin down): -0.1837 / -0.1285 Eh.

(2)
DFT (wB97M-V/def2-TZVPD) results for a 2-piece molecular cluster, C5H7O8 overall in a non-equilibrium geometry.

```
20
C5H7O8 (wB97M-V/def2-TZVPD)
O 4.330 0.901 0.697
O 2.550 0.812 -0.618
O -3.773 0.475 1.545
O -5.785 1.408 1.144
O -0.977 -0.530 0.806
O -0.821 -0.745 -0.568
O -4.013 1.804 -0.210
O 3.409 -1.056 0.209
C -4.618 1.298 0.771
C 0.169 0.117 -1.034
C 3.547 0.279 0.168
C 2.235 -1.359 -0.564
C 1.465 -0.102 -0.334
H 1.754 -2.302 -0.375
H 2.583 -1.373 -1.591
H -0.127 1.152 -0.918
H 0.280 -0.041 -2.091
H -0.606 -1.314 1.221
H -2.988 0.606 0.997
H 1.386 -0.028 0.744
```

The molar mass comes out at 195.103 g mol⁻¹. For the LUMO energy, the calculation gives 2.4 eV. Its spin multiplicity is 1. Its HOMO-LUMO gap is 6.39 eV. As for the total charge: -1. The total energy is -796.61038 a.u. As for the HOMO energy: -0.1464 Eh.

(3)
DFT (wB97M-V/def2-TZVPD) results for one molecule with the formula C5H7OP in a non-equilibrium geometry.

```
14
C5H7OP (wB97M-V/def2-TZVPD)
P -0.158 -1.255 0.768
O 1.932 -1.373 -1.231
C 1.551 -0.077 -1.117
C -1.717 0.861 0.678
C 0.406 0.063 -0.275
C -0.676 1.169 -0.238
C -1.523 -0.299 1.392
H 0.749 -0.832 1.726
H 1.130 -1.881 -1.314
H -2.212 -0.641 2.222
H 1.179 0.390 -2.096
H -0.542 1.935 -0.900
H 2.327 0.381 -0.629
H -2.444 1.559 1.015
```

Its energy above the lowest of the compared OMol25 structures with the same formula, charge and spin is 52.3 kcal/mol. The molar mass comes out at 114.084 g mol⁻¹. For the LUMO energy, the calculation gives 0.3 eV. Its spin multiplicity is 1. Its HOMO-LUMO gap is 8.46 eV. The total energy is -611.20321 a.u. As for the SMILES: OCC1=[PH]=CC=C1. As for the HOMO energy: -0.3017 Eh.

(4)
DFT (wB97M-V/def2-TZVPD) results for one molecule with the formula C5H7P in a non-equilibrium geometry.

```
13
C5H7P (wB97M-V/def2-TZVPD)
P 0.813 -0.221 2.177
C -0.386 0.114 -0.220
C 1.825 -0.141 0.629
C -0.619 -0.302 1.049
C 1.073 0.040 -0.477
C -1.405 0.492 -1.238
H 2.842 -0.351 0.823
H -1.292 1.490 -1.741
H 1.444 0.139 -1.464
H -2.475 0.507 -0.849
H -1.677 -0.219 1.410
H 1.317 -1.447 2.202
H -1.459 -0.101 -2.303
```

Its energy above the lowest of the compared OMol25 structures with the same formula, charge and spin is 14.7 kcal/mol. The molar mass comes out at 98.085 g mol⁻¹. For the LUMO energy, the calculation gives 0.9 eV. Its spin multiplicity is 1. Its HOMO-LUMO gap is 9.72 eV. The total energy is -535.99115 a.u. As for the SMILES: CC1=CC=[PH]=C1. As for the HOMO energy: -0.3224 Eh.

(5)
DFT (wB97M-V/def2-TZVPD) results for an isolated ion of composition C5H8 and charge -1 in a non-equilibrium geometry.

```
13
C5H8 (wB97M-V/def2-TZVPD)
C 1.009 -1.115 -0.271
C -0.992 -0.734 1.023
C -0.232 -0.242 0.000
C -0.378 0.800 -0.998
C -0.206 1.940 -0.076
H 1.045 -2.010 0.347
H 1.931 -0.547 -0.147
H -1.969 -0.275 1.209
H -0.850 -1.724 1.442
H 0.732 2.329 0.331
H -0.044 0.756 -2.025
H -1.074 2.224 0.496
H 1.028 -1.404 -1.332
```

Its energy above the lowest of the compared OMol25 structures with the same formula, charge and spin is 53.9 kcal/mol. The molar mass comes out at 68.119 g mol⁻¹. For the LUMO energy (spin up / spin down), the calculation gives 4.6 / 4.5 eV. Its spin multiplicity is 2. Its HOMO-LUMO gap (spin up / spin down) is 5.66 / 5.41 eV. As for the total charge: -1. The total energy is -195.14747 a.u. As for the HOMO energy (spin up / spin down): -0.0398 / -0.0317 Eh.

(6)
DFT (wB97M-V/def2-TZVPD) results for one molecule with the formula C5H8 in a non-equilibrium geometry.

```
13
C5H8 (wB97M-V/def2-TZVPD)
C -1.253 -0.796 -0.605
C 1.111 -1.044 1.386
C -0.425 1.555 -0.868
C 0.965 -0.062 0.440
C -0.279 0.107 -0.333
H -1.151 1.604 -1.810
H 1.794 0.741 0.423
H 0.672 2.119 -1.088
H 0.278 -1.749 1.576
H 1.999 -1.056 1.952
H -0.868 2.143 0.037
H -1.316 -1.802 -0.065
H -2.121 -0.563 -1.148
```

Its energy above the lowest of the compared OMol25 structures with the same formula, charge and spin is 40.9 kcal/mol. The molar mass comes out at 68.119 g mol⁻¹. For the LUMO energy, the calculation gives 0.7 eV. Its spin multiplicity is 1. Its HOMO-LUMO gap is 9.45 eV. The total energy is -195.22686 a.u. As for the SMILES: C=CC(=C)C. As for the HOMO energy: -0.3201 Eh.

(7)
DFT (wB97M-V/def2-TZVPD) results for one molecule with the formula C5H8.

```
13
C5H8 (wB97M-V/def2-TZVPD)
C -0.245 -0.552 0.916
C -0.148 1.349 -1.444
C -1.352 -0.179 -0.091
C 1.109 -0.178 0.249
C 0.910 0.758 -0.932
H -0.231 -1.612 1.207
H 1.629 -1.088 -0.076
H -1.136 0.888 -0.318
H 1.754 1.093 -1.542
H -0.362 -0.021 1.873
H -1.308 -0.728 -1.039
H -2.386 -0.054 0.227
H 1.767 0.323 0.970
```

Its energy above the lowest of the compared OMol25 structures with the same formula, charge and spin is 86.2 kcal/mol. The molar mass comes out at 68.119 g mol⁻¹. For the LUMO energy, the calculation gives 0.8 eV. Its spin multiplicity is 1. Its HOMO-LUMO gap is 10.53 eV. The total energy is -195.15467 a.u. As for the HOMO energy: -0.3570 Eh.

(8)
DFT (wB97M-V/def2-TZVPD) results for one molecule with the formula C5H8 in a non-equilibrium geometry.

```
13
C5H8 (wB97M-V/def2-TZVPD)
C 1.030 1.274 0.201
C 0.898 -0.899 -0.754
C 1.584 0.165 -0.364
C -0.648 -0.940 -0.403
C -0.947 0.122 0.621
H 0.180 0.276 0.829
H 0.401 1.873 -0.459
H -1.268 -0.169 1.610
H -1.193 -0.770 -1.344
H -1.542 0.980 0.265
H -0.938 -1.920 -0.025
H 1.264 -1.720 -1.359
H 1.180 1.729 1.182
```

Its energy above the lowest of the compared OMol25 structures with the same formula, charge and spin is 97.3 kcal/mol. The molar mass comes out at 68.119 g mol⁻¹. For the LUMO energy, the calculation gives 1.0 eV. Its spin multiplicity is 1. Its HOMO-LUMO gap is 9.48 eV. The total energy is -195.13704 a.u. As for the SMILES: C=C=CCC. As for the HOMO energy: -0.3125 Eh.